# 1
The following is a DFT calculation (ωB97M-V with the def2-TZVPD basis set) of C9H21ClIO3P2Pm as an isolated structure in a non-equilibrium geometry.

As for the spin multiplicity: 5. The charge is +2. As for the LUMO energy (alpha / beta): -10.719 / -10.528 eV.

Each line ends with the Mulliken spin population.
Positions of all 38 atoms, in Å:
C (2.13804, 2.00505, -1.23566)  0.01
C (0.72500, 1.82583, -0.91323)  0.01
H (2.38029, 2.98515, -1.66443)  0.00
H (2.42988, 1.21161, -1.93730)  0.00
H (2.73405, 1.83069, -0.32485)  0.00
O (-0.28921, 2.43756, -0.93996)  0.03
I (-1.55488, -3.29885, 0.92369)  -0.05
Pm (-0.07326, -0.75288, 0.68432)  4.06
P (-0.44261, -0.90109, -2.19877)  -0.03
C (-2.12940, -0.78509, -2.87439)  0.00
C (0.51747, -0.33756, -3.64078)  0.00
H (0.73446, -3.00126, -1.91913)  0.00
H (-0.12022, -2.91022, -3.50524)  0.00
H (-1.02190, -3.27978, -1.96901)  0.00
C (-0.19740, -2.71675, -2.42732)  0.00
H (1.58471, -0.53881, -3.47216)  0.00
H (0.13981, -0.93479, -4.48124)  0.00
H (-2.10548, -1.30082, -3.84434)  0.00
H (-2.39673, 0.27240, -2.98905)  0.00
H (0.37059, 0.73447, -3.81741)  0.00
H (-2.83262, -1.27554, -2.18930)  0.00
C (-2.03533, 0.72800, -0.13161)  0.00
O (-3.06506, 1.24894, -0.12689)  0.00
Cl (2.42037, -1.22144, 0.43114)  -0.01
C (-0.99914, 0.12326, 5.31393)  0.00
P (-0.02925, 0.57880, 3.90438)  0.00
C (0.07216, 2.36863, 3.70918)  0.00
C (1.59512, -0.20724, 3.98373)  0.00
O (-0.72964, 0.07183, 2.63419)  -0.01
H (-0.71683, -0.87519, 5.67757)  0.00
H (-2.04222, 0.09704, 4.96444)  0.00
H (-0.93009, 0.81690, 6.17324)  0.00
H (0.33832, 2.83912, 4.65684)  0.00
H (0.80984, 2.65075, 2.94716)  0.00
H (-0.90613, 2.78242, 3.40931)  0.00
H (1.61401, -1.15519, 3.41667)  0.00
H (2.33635, 0.46780, 3.54218)  0.00
H (1.87468, -0.45339, 5.00944)  0.00

Forces on the atoms, in the same order (eV/Å):
C 1.2 -1.5 0.4
C -4.1 4.9 -2.0
H -0.8 0.1 0.1
H 0.0 0.0 0.2
H -0.1 -0.1 -0.2
O 4.3 -3.4 0.8
I 0.3 0.8 -0.1
Pm -0.1 -2.3 1.5
P -0.1 -0.9 -2.0
C -0.1 0.5 0.5
C 0.3 0.3 0.3
H -0.2 -0.2 -0.3
H 0.0 0.1 0.3
H 0.3 0.3 -0.2
C 0.4 -0.1 0.8
H -0.3 0.0 -0.2
H 0.3 0.4 0.0
H -0.2 0.2 0.3
H -0.2 -0.3 -0.2
H 0.0 -0.2 -0.2
H 0.1 0.1 -0.3
C -5.3 2.4 0.4
O 4.0 -2.0 -0.2
Cl -0.2 0.5 -0.2
C -0.5 0.0 0.7
P 0.1 0.1 0.0
C -0.1 0.2 0.3
C 0.2 0.2 -0.1
O 0.1 0.0 -0.8
H -0.1 0.2 -0.3
H 0.2 0.0 0.2
H 0.1 -0.2 -0.5
H 0.2 0.1 -0.1
H -0.1 -0.2 0.2
H 0.3 -0.4 0.2
H -0.2 0.4 0.2
H 0.0 -0.2 0.2
H 0.0 0.2 0.0

# 2
The following is a DFT calculation (ωB97M-V with the def2-TZVPD basis set) of an isolated ion of composition C3H7N2O2 and charge +1.

The charge is +1. As for the LUMO energy: -3.854 eV. The SMILES is C=C1O[C@@]1([NH3+])ON.

Each line ends with the natural charge from an NBO analysis.
Positions of all 14 atoms, in Å:
C (0.85374, -0.35114, -1.96876)  -0.41
C (0.26347, -0.48661, -0.81543)  0.19
O (-0.19269, -1.45228, 0.07363)  -0.43
C (-0.30978, -0.11273, 0.44940)  0.57
N (-1.73822, 0.35671, 0.54271)  -0.70
O (0.29912, 0.38309, 1.57913)  -0.38
N (1.62002, -0.00842, 1.85373)  -0.47
H (1.11255, -1.21232, -2.56069)  0.25
H (1.08802, 0.62321, -2.35856)  0.25
H (-2.00574, 0.30690, 1.54177)  0.47
H (-2.36080, -0.25384, -0.00921)  0.47
H (-1.83279, 1.33583, 0.23598)  0.46
H (2.25416, 0.34413, 1.14062)  0.36
H (1.67864, -1.02185, 1.92946)  0.36

Forces on the atoms, in the same order (eV/Å):
C 0.0 -0.2 -0.2
C -0.3 0.7 0.5
O -0.2 -0.6 0.2
C 0.8 0.3 -0.3
N 0.2 0.0 0.4
O -0.9 -0.1 -0.3
N 0.5 -0.1 0.2
H 0.1 -0.2 -0.1
H 0.0 0.2 0.0
H 0.0 0.0 -0.3
H 0.3 0.2 0.1
H 0.0 -0.3 0.0
H -0.3 0.0 -0.1
H -0.2 0.1 -0.2

# 3
The following is a DFT calculation (ωB97M-V with the def2-TZVPD basis set) of the molecule C17H17ClN4O5 in a non-equilibrium geometry.

As for the LUMO energy: 0.656 eV. The SMILES is COc1ccc(OCc2cc(C(=O)N(C)Cc3nnc(C)o3)no2)c(Cl)c1.

Each line ends with the natural charge from an NBO analysis.
Positions of all 44 atoms, in Å:
C (1.14325, -6.87679, -5.02702)  -0.25
O (1.17013, -5.46825, -5.02734)  -0.49
C (1.16269, -4.81688, -3.83813)  0.31
C (1.19944, -3.42124, -3.89435)  -0.25
C (1.17648, -2.67948, -2.73754)  -0.22
C (1.13119, -3.28423, -1.47967)  0.30
O (1.16115, -2.44747, -0.39571)  -0.51
C (0.28424, -2.69354, 0.68404)  -0.11
C (-0.31578, -1.39446, 1.10877)  0.30
C (-0.38908, -0.17498, 0.50347)  -0.31
C (-1.09226, 0.62871, 1.44150)  0.04
C (-1.43661, 2.04721, 1.16468)  0.65
O (-1.29897, 2.46930, 0.02602)  -0.62
N (-1.90525, 2.83026, 2.16115)  -0.39
C (-2.04736, 2.49336, 3.55615)  -0.44
C (-2.21403, 4.21070, 1.83291)  -0.29
C (-1.10475, 5.11100, 2.25490)  0.45
N (-0.66638, 5.31072, 3.45460)  -0.30
N (0.38024, 6.15797, 3.36047)  -0.30
C (0.53156, 6.43867, 2.10848)  0.47
C (1.54096, 7.32580, 1.49876)  -0.67
O (-0.38660, 5.80209, 1.34415)  -0.40
N (-1.40268, -0.08350, 2.49858)  -0.12
O (-0.92581, -1.33146, 2.30400)  -0.26
C (1.12708, -4.67513, -1.43313)  -0.09
Cl (1.16139, -5.54121, 0.07225)  0.00
C (1.12921, -5.43538, -2.59525)  -0.32
H (1.15087, -7.17034, -6.07526)  0.20
H (0.23586, -7.26063, -4.55052)  0.18
H (2.02317, -7.29460, -4.52822)  0.18
H (1.23689, -2.94449, -4.85999)  0.23
H (1.20114, -1.60238, -2.77338)  0.23
H (-0.52035, -3.38307, 0.39811)  0.21
H (0.82675, -3.13097, 1.53332)  0.21
H (-0.01031, 0.12933, -0.44711)  0.26
H (-1.51518, 3.23583, 4.15482)  0.23
H (-3.10510, 2.51028, 3.82950)  0.19
H (-1.65367, 1.49986, 3.74331)  0.25
H (-3.13779, 4.49674, 2.34431)  0.23
H (-2.33361, 4.28872, 0.74921)  0.27
H (2.17546, 7.72636, 2.28250)  0.25
H (1.05002, 8.13973, 0.96781)  0.23
H (2.14246, 6.76656, 0.78409)  0.24
H (1.11994, -6.50871, -2.49924)  0.23

Forces on the atoms, in the same order (eV/Å):
C 0.0 -0.2 0.0
O 0.0 0.3 -0.1
C 0.0 0.1 0.3
C 0.0 -0.2 0.0
C 0.0 -0.1 0.2
C -0.1 -0.2 -0.1
O 0.1 0.0 0.0
C -0.3 -0.1 0.4
C 0.1 0.9 -0.7
C 0.0 -0.6 0.4
C 0.3 -1.1 -0.1
C -0.3 0.4 0.1
O 0.2 -0.2 -0.1
N -0.1 0.2 -0.2
C 0.0 -0.2 0.5
C 0.0 0.0 -0.4
C 0.1 0.1 0.6
N -1.1 -0.7 -0.2
N 1.1 0.9 -0.3
C 0.0 0.0 0.5
C -0.1 -0.1 -0.2
O 0.1 0.1 -0.2
N -0.5 0.8 0.3
O 0.3 -0.6 -0.3
C 0.0 0.3 0.1
Cl 0.1 0.0 0.1
C 0.0 -0.1 -0.4
H 0.0 0.0 0.1
H 0.0 0.0 0.0
H 0.0 0.0 0.0
H 0.0 0.1 -0.1
H 0.0 0.1 0.0
H 0.2 0.1 0.0
H -0.1 0.0 -0.2
H 0.1 0.0 -0.2
H -0.1 -0.1 0.0
H 0.0 0.0 0.0
H -0.1 0.2 0.1
H 0.1 0.0 -0.1
H -0.1 0.0 0.2
H 0.0 0.0 0.0
H 0.0 0.1 0.0
H 0.1 0.0 0.0
H 0.0 -0.1 0.0

Calculated total energy, respectively: -2629.7162, -378.1062, -1713.3505 a.u..
ΔE to the lowest compared entry with this formula, charge and spin, respectively: 2.641, 4.018, 0.129 eV.